Entry 1:
Here is a molecular structure, C22H14CuF5N2O3 from the OMol25 dataset. Energies are from ωB97M-V with the def2-TZVPD basis set.

The net charge is -1. As for the HOMO energy (alpha / beta): -4.5 / -4.5 eV. Its spin multiplicity is 2. The energy relative to the best compared isomer or geometry (same formula, charge and spin) is 0.0 kcal/mol.

CARTESIAN COORDINATES (ANGSTROEM)
Cu  0.248  0.028  -0.520
O  -1.307  1.334  -0.720
C  -2.274  1.131  -1.533
C  -2.801  2.209  -2.310
C  -3.853  2.043  -3.173
C  -4.498  0.805  -3.315
C  -4.043  -0.248  -2.557
C  -2.943  -0.129  -1.698
C  -2.607  -1.233  -0.830
N  -1.464  -1.380  -0.293
C  -1.307  -2.180  0.894
C  -0.895  -1.167  1.966
N  0.273  -0.443  1.476
C  1.275  -0.318  2.264
C  2.556  0.238  1.940
C  3.481  0.406  2.986
C  4.751  0.875  2.765
C  5.128  1.169  1.444
C  4.263  1.000  0.397
C  2.927  0.536  0.594
O  2.159  0.394  -0.416
H  -2.312  3.169  -2.203
H  -4.194  2.893  -3.756
H  -5.332  0.686  -3.993
H  -4.537  -1.214  -2.621
H  -3.426  -1.921  -0.566
H  -0.513  -2.916  0.755
H  -2.235  -2.692  1.184
H  -0.679  -1.648  2.926
H  -1.719  -0.459  2.095
H  1.176  -0.687  3.292
H  3.163  0.153  3.993
H  5.446  1.007  3.583
H  6.130  1.534  1.245
H  4.559  1.221  -0.620
F  1.907  -4.868  -5.006
C  1.528  -3.746  -4.357
C  1.083  -2.638  -5.058
F  1.033  -2.690  -6.402
C  0.696  -1.491  -4.398
F  0.276  -0.447  -5.131
C  0.721  -1.366  -2.988
O  0.336  -0.279  -2.422
C  1.191  -2.520  -2.321
F  1.278  -2.519  -0.973
C  1.579  -3.671  -2.979
F  2.011  -4.732  -2.274

And the Mulliken charges, in e, turn out to be: -0.14 -0.96 0.76 -0.75 -0.38 -0.70 -0.51 0.65 -0.43 0.34 -0.89 -0.67 0.34 0.26 0.20 -0.61 -0.72 -0.36 -0.70 0.36 -0.38 0.39 0.34 0.38 0.34 0.22 0.22 0.45 0.51 0.19 0.14 0.31 0.37 0.36 0.42 -0.34 0.73 0.09 -0.32 0.11 -0.35 0.78 -0.34 0.24 -0.41 -0.18 -0.33

=====

Entry 2:
Here is a gas-phase ion, C4H8NO (charge +1) in a non-equilibrium geometry from the OMol25 dataset. Energies are from ωB97M-V with the def2-TZVPD basis set.

The net charge is +1. As for the HOMO energy: -13.8 eV. Its spin multiplicity is 1. The energy relative to the best compared isomer or geometry (same formula, charge and spin) is 73.7 kcal/mol.

CARTESIAN COORDINATES (ANGSTROEM)
C  0.046  -0.353  -0.311
C  1.254  0.079  -0.482
C  -1.413  -0.568  -0.454
C  2.441  -0.436  0.237
N  -2.422  0.446  0.208
O  -0.708  -1.421  0.320
H  1.544  0.866  -1.278
H  -1.939  -0.851  -1.327
H  2.746  0.413  0.982
H  3.417  -0.666  -0.374
H  2.150  -1.284  0.760
H  -3.263  -0.157  0.464
H  -2.695  1.261  -0.284
H  -2.337  0.968  1.099

And the Mulliken charges, in e, turn out to be: -0.07 0.05 0.11 -1.02 -0.41 -0.39 0.29 0.41 0.26 0.32 0.35 0.38 0.34 0.37

=====

Entry 3:
Here is C5H6O2 in the gas phase in a non-equilibrium geometry from the OMol25 dataset. Energies are from ωB97M-V with the def2-TZVPD basis set.

The net charge is 0. As for the HOMO energy: -9.7 eV. Its spin multiplicity is 1. The energy relative to the best compared isomer or geometry (same formula, charge and spin) is 77.4 kcal/mol.

CARTESIAN COORDINATES (ANGSTROEM)
O  2.403  0.770  -0.947
C  2.171  -0.216  0.034
C  0.696  -0.417  0.430
C  -0.426  0.236  0.474
C  -1.736  0.373  0.565
C  -2.579  -0.077  -0.555
O  -3.780  0.063  -0.601
H  2.079  1.621  -0.630
H  2.797  -0.024  0.925
H  2.559  -1.142  -0.403
H  -2.198  0.735  1.476
H  0.042  -1.309  0.593
H  -2.027  -0.612  -1.361

And the Mulliken charges, in e, turn out to be: -0.50 -0.42 -0.02 0.21 -0.64 0.06 -0.49 0.31 0.28 0.29 0.31 0.28 0.34

=====

Entry 4:
Here is a gas-phase ion, C6H9N4 (charge +1) in a non-equilibrium geometry from the OMol25 dataset. Energies are from ωB97M-V with the def2-TZVPD basis set.

The net charge is +1. As for the HOMO energy: -13.5 eV. Its spin multiplicity is 1. The energy relative to the best compared isomer or geometry (same formula, charge and spin) is 94.8 kcal/mol.

CARTESIAN COORDINATES (ANGSTROEM)
C  -2.266  -0.961  0.373
C  -2.171  0.346  0.359
C  3.031  -0.124  0.228
C  -1.082  -1.854  -0.047
C  -1.000  1.090  -0.196
C  0.167  -1.096  -0.221
N  2.386  -1.084  -0.033
N  1.310  -1.776  -0.182
N  0.190  0.171  -0.289
N  4.135  0.577  0.274
H  -3.128  -1.561  0.676
H  -3.048  1.027  0.581
H  -0.922  -2.720  0.543
H  -1.331  -2.134  -1.137
H  -1.292  1.396  -1.271
H  -0.626  1.933  0.491
H  1.060  0.585  -0.113
H  4.490  0.964  1.097
H  4.081  1.215  -0.497

And the Mulliken charges, in e, turn out to be: -0.39 -0.37 0.37 -0.27 -0.41 0.38 0.50 -0.92 -0.11 -0.40 0.39 0.32 0.47 0.25 0.26 0.34 0.01 0.27 0.30